The following is a quantum chemistry calculation of a 13-piece molecular cluster, C97H215N13O13 overall in a non-equilibrium geometry, from the Open Molecules 2025 dataset.

```
338
C97H215N13O13 | the Open Molecules 2025 dataset | ωB97M-V/def2-TZVPD
C -2.89 -3.10 -4.02
C -1.96 -4.21 -4.38
C -0.71 -4.07 -3.51
C 0.11 -5.32 -3.51
C -0.83 -6.45 -3.06
C -1.94 -6.68 -4.01
N -2.72 -5.45 -3.98
O -3.89 -5.55 -4.77
C -1.40 -7.17 -5.42
C -2.89 -7.80 -3.51
C -1.45 -4.10 -5.81
H -2.34 -2.21 -3.76
H -3.47 -3.31 -3.12
H -3.63 -2.86 -4.86
H -0.17 -3.20 -3.89
H -1.03 -3.88 -2.46
H 0.95 -5.33 -2.74
H 0.59 -5.48 -4.48
H -1.34 -6.17 -2.13
H -0.23 -7.36 -2.92
H -0.63 -6.55 -5.89
H -1.00 -8.15 -5.31
H -2.19 -7.32 -6.17
H -3.73 -7.95 -4.23
H -2.44 -8.76 -3.19
H -3.40 -7.38 -2.57
H -0.55 -4.73 -6.09
H -1.19 -3.07 -6.01
H -2.20 -4.42 -6.51
H -3.57 -5.77 -5.67
C -7.22 5.85 -1.67
C -6.88 5.41 -0.22
C -7.59 4.12 0.04
C -7.14 3.43 1.35
C -5.63 3.17 1.18
C -4.82 4.45 1.06
N -5.36 5.17 -0.11
O -4.72 6.42 -0.19
C -4.87 5.29 2.44
C -3.36 4.02 0.85
C -7.36 6.50 0.70
H -8.25 5.64 -1.94
H -6.65 5.28 -2.37
H -6.89 6.87 -1.82
H -8.66 4.31 -0.03
H -7.36 3.41 -0.72
H -7.68 2.49 1.56
H -7.45 3.99 2.22
H -5.62 2.52 0.25
H -5.19 2.64 2.04
H -4.20 6.14 2.34
H -5.91 5.54 2.72
H -4.54 4.63 3.26
H -3.06 3.47 1.75
H -3.31 3.30 0.01
H -2.52 4.77 0.64
H -6.71 7.35 0.80
H -7.75 6.16 1.67
H -8.28 6.91 0.23
H -4.10 6.28 -0.96
C 4.74 -3.22 2.92
C 3.65 -2.13 3.17
C 2.27 -2.81 2.86
C 1.81 -3.79 3.89
C 1.82 -3.15 5.29
C 3.17 -2.44 5.63
N 3.63 -1.56 4.51
O 4.94 -1.07 4.90
C 3.04 -1.54 6.87
C 4.27 -3.53 6.01
C 3.84 -0.93 2.20
H 4.53 -4.02 3.58
H 5.70 -2.83 3.13
H 4.74 -3.56 1.90
H 1.67 -1.93 2.83
H 2.31 -3.24 1.86
H 2.49 -4.68 3.91
H 0.80 -4.22 3.66
H 1.53 -4.01 5.97
H 1.03 -2.35 5.31
H 2.54 -2.07 7.69
H 4.05 -1.33 7.28
H 2.60 -0.59 6.56
H 3.87 -4.06 6.89
H 4.46 -4.23 5.23
H 5.29 -3.16 6.20
H 4.73 -0.39 2.49
H 2.97 -0.22 2.32
H 3.80 -1.33 1.17
H 4.86 -0.15 4.93
C 3.05 4.26 -2.35
C 3.31 3.54 -3.79
C 2.32 2.47 -3.94
C 2.39 1.90 -5.38
C 2.16 3.08 -6.35
C 3.24 4.18 -6.21
N 3.16 4.58 -4.78
O 4.17 5.61 -4.57
C 4.57 3.62 -6.73
C 2.88 5.43 -7.10
C 4.75 2.99 -3.73
H 3.87 4.95 -2.15
H 3.00 3.43 -1.64
H 2.10 4.79 -2.46
H 2.61 1.66 -3.26
H 1.34 2.84 -3.62
H 1.64 1.08 -5.57
H 3.38 1.49 -5.58
H 1.22 3.50 -5.99
H 2.17 2.71 -7.36
H 4.74 2.62 -6.43
H 4.52 3.61 -7.83
H 5.45 4.28 -6.48
H 3.64 6.23 -7.12
H 2.66 5.08 -8.08
H 1.93 5.88 -6.74
H 5.44 3.83 -3.90
H 4.93 2.22 -4.44
H 4.93 2.46 -2.77
H 3.68 6.46 -4.41
C -1.83 5.45 -1.88
C -2.02 5.55 -3.39
C -0.99 4.84 -4.20
C -1.20 3.33 -4.11
C -2.54 3.01 -4.74
C -3.68 3.68 -4.04
N -3.33 5.12 -3.84
O -4.26 5.86 -3.02
C -4.96 3.70 -4.94
C -3.90 3.01 -2.63
C -1.91 7.06 -3.73
H -0.76 5.31 -1.65
H -2.42 4.67 -1.39
H -2.10 6.33 -1.40
H -1.11 5.21 -5.26
H 0.02 5.09 -3.83
H -1.22 3.15 -3.04
H -0.39 2.77 -4.64
H -2.80 1.96 -4.71
H -2.44 3.20 -5.79
H -5.80 4.16 -4.42
H -4.80 4.20 -5.91
H -5.23 2.69 -5.17
H -4.45 3.73 -1.99
H -4.41 2.06 -2.67
H -2.91 2.80 -2.21
H -2.70 7.55 -3.25
H -2.00 7.20 -4.79
H -1.02 7.50 -3.36
H -5.00 6.21 -3.53
C -2.72 -2.23 6.25
C -3.16 -2.83 4.84
C -3.98 -4.09 4.88
C -5.38 -3.98 5.51
C -6.15 -2.96 4.69
C -5.39 -1.64 4.52
N -4.00 -1.89 4.01
O -3.25 -0.66 3.89
C -6.10 -0.70 3.47
C -5.49 -0.80 5.84
C -1.80 -3.10 4.09
H -1.89 -2.78 6.73
H -3.47 -1.98 7.01
H -2.28 -1.26 5.96
H -4.01 -4.50 3.87
H -3.38 -4.74 5.52
H -5.18 -3.67 6.56
H -6.01 -4.89 5.64
H -7.21 -2.65 5.02
H -6.35 -3.44 3.75
H -5.71 0.28 3.57
H -5.99 -1.17 2.53
H -7.13 -0.76 3.75
H -4.97 0.11 5.63
H -6.53 -0.45 5.97
H -5.15 -1.37 6.71
H -2.05 -3.44 3.06
H -1.21 -3.98 4.45
H -1.22 -2.23 4.16
H -3.30 -0.36 2.95
C 3.95 -2.04 -3.25
C 5.42 -1.51 -3.49
C 5.74 -0.41 -2.52
C 6.34 -0.88 -1.20
C 7.44 -1.97 -1.49
C 6.91 -3.12 -2.29
N 6.51 -2.52 -3.55
O 6.16 -3.43 -4.56
C 8.09 -4.01 -2.63
C 5.94 -4.00 -1.49
C 5.30 -0.87 -4.93
H 3.69 -2.27 -2.17
H 3.74 -2.94 -3.78
H 3.28 -1.21 -3.40
H 6.45 0.24 -3.06
H 4.85 0.23 -2.43
H 5.54 -1.36 -0.62
H 6.81 -0.15 -0.61
H 7.77 -2.36 -0.52
H 8.29 -1.53 -1.99
H 8.77 -4.05 -1.76
H 7.80 -4.96 -3.05
H 8.61 -3.51 -3.43
H 5.16 -3.43 -0.89
H 5.40 -4.58 -2.27
H 6.50 -4.60 -0.81
H 4.89 -1.57 -5.69
H 6.29 -0.52 -5.29
H 4.66 0.00 -4.71
H 5.87 -4.20 -4.09
C 3.76 6.80 4.75
C 2.63 7.68 4.17
C 3.14 8.30 2.82
C 3.31 7.31 1.74
C 1.91 6.62 1.44
C 1.37 5.98 2.71
N 1.42 6.88 3.89
O 1.02 6.16 5.07
C -0.13 5.56 2.53
C 2.15 4.65 3.04
C 2.29 8.88 5.10
H 3.36 6.28 5.63
H 4.68 7.21 5.01
H 4.03 6.00 4.02
H 2.40 9.05 2.53
H 3.95 8.93 3.08
H 4.06 6.60 1.99
H 3.70 7.78 0.82
H 2.05 5.80 0.72
H 1.16 7.34 1.10
H -0.64 6.40 2.05
H -0.35 4.72 1.88
H -0.47 5.33 3.54
H 1.67 4.23 3.90
H 1.94 3.97 2.21
H 3.18 4.81 3.20
H 3.19 9.40 5.36
H 1.79 8.47 5.97
H 1.63 9.57 4.67
H 0.13 6.48 5.34
C -0.14 0.37 2.79
C -0.55 0.54 1.33
C 0.17 1.76 0.71
C 0.16 1.76 -0.75
C 0.64 0.48 -1.36
C 0.02 -0.79 -0.78
N -0.02 -0.66 0.62
O -0.41 -1.80 1.25
C -1.34 -1.11 -1.48
C 0.94 -2.01 -1.20
C -2.03 0.64 1.09
H -0.67 1.05 3.53
H 0.86 0.72 2.87
H -0.20 -0.66 3.12
H -0.33 2.67 1.10
H 1.21 1.79 1.15
H 0.74 2.62 -1.18
H -0.91 1.90 -0.88
H 1.72 0.38 -1.32
H 0.45 0.50 -2.45
H -1.20 -1.20 -2.54
H -1.75 -1.99 -0.99
H -2.16 -0.44 -1.32
H 0.71 -2.99 -0.77
H 1.09 -2.17 -2.29
H 1.91 -1.67 -0.82
H -2.60 1.34 1.69
H -2.52 -0.35 1.08
H -2.12 0.96 0.01
H -1.35 -2.04 1.30
C 3.71 -6.70 -1.67
C 2.96 -7.45 -0.51
C 2.43 -6.44 0.52
O 1.85 -7.13 1.63
C 2.85 -7.73 2.45
N 1.85 -8.16 -1.07
H 3.10 -5.94 -2.06
H 4.04 -7.36 -2.50
H 4.60 -6.10 -1.39
H 3.69 -8.14 -0.07
H 1.65 -5.73 0.08
H 3.29 -5.77 0.82
H 3.42 -8.47 1.93
H 2.41 -8.21 3.36
H 3.56 -6.98 2.82
H 1.31 -8.60 -0.32
H 2.07 -8.90 -1.77
C 6.22 3.19 5.37
C 4.94 3.00 4.58
C 5.23 2.89 3.05
O 5.81 4.12 2.53
C 5.66 4.18 1.17
N 4.33 1.71 4.94
H 6.00 3.18 6.41
H 6.76 4.08 5.09
H 6.92 2.38 5.16
H 4.27 3.83 4.75
H 4.28 2.72 2.51
H 5.92 2.05 2.89
H 6.20 3.32 0.65
H 6.20 5.06 0.85
H 4.69 4.01 0.74
H 3.54 1.60 4.33
H 3.97 1.73 5.86
C -5.69 -4.25 0.03
C -4.56 -3.34 -0.41
C -4.96 -2.25 -1.40
O -5.79 -1.33 -0.70
C -6.39 -0.48 -1.60
N -3.80 -2.64 0.66
H -6.50 -3.60 0.43
H -5.37 -4.80 0.91
H -6.10 -4.87 -0.81
H -3.90 -4.04 -0.97
H -5.62 -2.57 -2.23
H -4.06 -1.66 -1.69
H -5.69 0.00 -2.31
H -6.83 0.34 -1.06
H -7.13 -0.93 -2.24
H -3.82 -3.25 1.47
H -4.36 -1.83 0.94
C -0.95 -5.07 0.45
C -1.91 -5.60 1.44
C -2.86 -6.73 0.85
O -3.71 -7.10 1.93
C -4.77 -7.85 1.43
N -1.11 -6.06 2.59
H -1.46 -4.42 -0.21
H -0.55 -5.84 -0.19
H -0.08 -4.58 0.96
H -2.59 -4.79 1.89
H -2.28 -7.58 0.58
H -3.40 -6.32 0.01
H -5.18 -8.32 2.32
H -4.36 -8.64 0.76
H -5.50 -7.24 0.85
H -0.22 -6.40 2.30
H -1.59 -6.69 3.27
```

## Properties
Relative energy (zero: lowest compared OMol25 entry of this formula, charge and spin) ... 1.606 eV
HOMO-LUMO gap ... 8.471 eV